(1)
C2H4O2 | wB97M-V/def2-TZVPD

CARTESIAN COORDINATES (ANGSTROEM)
H (-1.00, 1.49, 0.61)
O (1.52, -0.71, 0.10)
H (-1.64, -1.31, -0.77)
C (-1.39, 0.56, 0.40)
C (-1.67, -0.51, -0.06)
O (1.78, 0.66, -0.17)
H (1.69, -0.88, 1.08)
H (2.57, 0.67, -0.73)

Values from the calculation:
Energy above the lowest of the compared OMol25 structures with the same formula, charge and spin   588.9 kJ/mol
Calculated total energy   -6228.20361 eV
Frontier orbital gap   11.16 eV
Structure (SMILES)   C#C.OO
Largest force on an atom   1.97 eV Å⁻¹
Total charge   0
E_HOMO   -10.21 eV


(2)
C21H17O5S3 | wB97M-V/def2-TZVPD

CARTESIAN COORDINATES (ANGSTROEM)
O (-1.90, 0.13, 6.73)
H (-1.78, 1.27, 0.88)
H (2.39, 0.23, 1.00)
C (-0.77, 2.45, 6.15)
S (-2.25, 1.46, 6.29)
H (2.03, 6.36, 3.19)
C (-0.79, 1.36, 0.44)
C (-2.12, 3.26, 8.32)
S (0.11, 0.25, 2.71)
C (-2.96, 2.36, 7.68)
C (5.18, 6.35, 5.66)
C (1.05, 4.58, 3.91)
H (-0.46, 2.13, 4.09)
O (-0.28, 4.82, 7.31)
O (-3.08, 1.69, 5.12)
H (0.89, 2.73, -2.19)
H (3.94, 4.31, 6.50)
H (-4.27, 4.48, 10.64)
C (-0.57, 2.07, -0.73)
C (3.11, 5.46, 4.83)
C (2.04, 5.53, 3.90)
C (1.01, 3.56, 4.89)
S (-0.46, 3.43, 7.64)
O (4.06, 6.42, 4.75)
H (4.86, 6.46, 6.70)
C (-4.75, 2.97, 9.17)
C (-0.10, 2.63, 4.99)
C (0.31, 0.79, 1.15)
C (1.79, 1.48, -0.66)
C (2.08, 3.50, 5.81)
H (5.74, 5.41, 5.54)
C (-3.90, 3.88, 9.81)
C (-4.28, 2.20, 8.10)
C (0.72, 2.15, -1.28)
C (-2.58, 4.03, 9.39)
H (0.22, 4.63, 3.20)
H (2.79, 1.52, -1.10)
C (1.59, 0.77, 0.51)
H (5.81, 7.19, 5.37)
H (-1.41, 2.57, -1.22)
H (-1.90, 4.74, 9.86)
O (0.46, 2.72, 8.50)
H (-5.78, 2.85, 9.50)
H (-4.92, 1.50, 7.57)
H (2.11, 2.69, 6.54)
C (3.13, 4.40, 5.78)

Values from the calculation:
Energy above the lowest of the compared OMol25 structures with the same formula, charge and spin   0.0 kJ/mol
Calculated total energy   -64794.76106 eV
Frontier orbital gap   5.10 eV
Largest force on an atom   2.28 eV Å⁻¹
Total charge   -1
E_HOMO   -2.91 eV


(3)
C2H4P2S4 | wB97M-V/def2-TZVPD

CARTESIAN COORDINATES (ANGSTROEM)
S (-0.33, 2.63, 0.09)
S (-2.40, -1.87, -0.65)
S (-0.96, -1.40, -2.22)
C (0.21, -0.93, 0.48)
P (-1.66, -0.81, 0.93)
S (1.01, -2.53, 0.68)
C (-0.89, 1.16, -0.67)
H (-1.73, 1.37, -1.32)
H (0.72, -0.27, 1.19)
P (0.31, -0.11, -1.22)
H (0.86, 2.17, 0.51)
H (0.34, -3.16, -0.29)

Values from the calculation:
Energy above the lowest of the compared OMol25 structures with the same formula, charge and spin   53.6 kJ/mol
Calculated total energy   -64056.27154 eV
Frontier orbital gap (spin up / spin down)   6.58 / 6.62 eV
Largest force on an atom   2.52 eV Å⁻¹
Total charge   0
E_HOMO (spin up / spin down)   -7.71 / -7.59 eV


(4)
C19H19N3O4RuS2Se | wB97M-V/def2-TZVPD

CARTESIAN COORDINATES (ANGSTROEM)
C (-0.35, -1.32, 2.30)
H (3.03, -1.75, -2.09)
Se (2.86, 1.05, 0.09)
C (-2.47, 4.83, 1.98)
C (-1.69, 2.97, 0.61)
H (0.74, 0.85, -3.47)
Ru (0.08, 0.75, 0.21)
O (1.90, -0.10, 0.88)
H (-3.92, -0.54, 3.30)
C (1.07, -0.95, -2.34)
H (-2.77, 0.70, 1.50)
C (-0.26, -1.02, -1.91)
H (0.67, -1.48, 1.98)
H (-2.65, -1.20, -0.72)
S (-0.29, 2.59, 1.53)
H (2.42, 0.55, -3.02)
C (-0.92, -2.06, 3.32)
H (1.68, -0.39, -4.32)
O (3.91, 0.38, -0.93)
H (-3.67, -3.25, 4.37)
H (3.32, -4.11, -1.01)
N (-4.65, 4.29, -0.67)
O (3.48, 2.09, 1.15)
N (-1.01, -0.36, 1.66)
H (-2.26, -2.58, 0.33)
C (0.28, -2.89, -0.50)
H (-1.00, -0.36, -2.36)
C (-2.23, -1.81, 3.71)
H (-0.03, -3.64, 0.21)
C (-3.73, 4.15, 0.01)
C (1.61, -2.80, -0.88)
C (-2.60, 3.97, 0.85)
H (-2.18, -3.22, 5.33)
C (2.65, -3.68, -0.25)
C (-2.13, -2.16, -0.67)
N (-2.35, 5.51, 2.90)
H (-3.39, -1.94, 5.51)
H (-2.62, -2.83, -1.38)
O (1.55, 1.76, -0.74)
C (-2.91, -0.79, 3.04)
C (-0.67, -2.01, -1.01)
C (1.50, 0.08, -3.35)
C (1.99, -1.84, -1.81)
C (-2.27, -0.09, 2.04)
S (-1.76, 1.82, -0.69)
H (-0.33, -2.83, 3.81)
C (-2.90, -2.60, 4.79)
H (3.27, -3.09, 0.43)
H (2.20, -4.50, 0.32)

Values from the calculation:
Energy above the lowest of the compared OMol25 structures with the same formula, charge and spin   12.9 kJ/mol
Multiplicity   2
Calculated total energy   -122271.69441 eV
Frontier orbital gap (spin up / spin down)   7.43 / 6.59 eV
Largest force on an atom   0.19 eV Å⁻¹
Total charge   -1
E_HOMO (spin up / spin down)   -5.30 / -5.15 eV
Expectation value of S²   0.758


(5)
C4H13NO | wB97M-V/def2-TZVPD

CARTESIAN COORDINATES (ANGSTROEM)
N (0.68, -1.01, -0.22)
C (0.75, -0.90, 1.21)
H (1.53, -0.21, 1.54)
H (0.31, 1.60, 0.73)
O (-2.77, -0.18, 1.62)
C (0.33, 0.18, -1.04)
H (-1.22, 1.19, 0.20)
C (-0.20, 1.29, -0.18)
H (-2.23, -0.49, 2.37)
H (1.34, 0.31, -2.92)
C (1.54, 0.63, -1.89)
H (2.51, 0.45, -1.42)
H (-0.31, 2.24, -0.70)
H (1.66, 1.75, -1.99)
H (-0.26, -0.89, 1.66)
H (1.41, -1.55, -0.64)
H (-2.54, -0.95, 1.04)
H (-0.55, 0.06, -1.72)
H (1.05, -1.85, 1.63)

Values from the calculation:
Energy above the lowest of the compared OMol25 structures with the same formula, charge and spin   151.7 kJ/mol
Calculated total energy   -7895.08876 eV
Frontier orbital gap   9.29 eV
Structure (SMILES)   CNC(C)C.O
Largest force on an atom   2.57 eV Å⁻¹
Total charge   0
E_HOMO   -8.44 eV


(6)
C4H7NO2 | wB97M-V/def2-TZVPD

CARTESIAN COORDINATES (ANGSTROEM)
H (-2.01, 0.10, -0.23)
C (-1.48, -0.84, -0.05)
O (1.58, 0.38, -1.62)
H (0.07, 1.86, 0.53)
H (-0.37, 0.80, -1.92)
C (0.38, 0.11, -1.48)
N (0.64, 1.32, 1.15)
H (0.54, -1.66, -0.33)
O (1.95, -0.53, 1.34)
H (-1.64, -1.12, 0.99)
H (-1.94, -1.60, -0.68)
H (1.18, 1.80, 1.86)
C (1.11, 0.10, 0.77)
C (-0.01, -0.71, -0.35)

Values from the calculation:
Energy above the lowest of the compared OMol25 structures with the same formula, charge and spin   170.9 kJ/mol
Calculated total energy   -9845.50844 eV
Frontier orbital gap   10.02 eV
Structure (SMILES)   C[C@@H](C=O)C(N)=O
Largest force on an atom   3.83 eV Å⁻¹
Total charge   0
E_HOMO   -9.57 eV


(7)
C3H7OS | wB97M-V/def2-TZVPD

CARTESIAN COORDINATES (ANGSTROEM)
C (-1.73, 0.87, 0.90)
H (-0.91, 0.15, 0.88)
C (2.87, -1.47, -0.40)
O (0.83, -2.00, 0.61)
C (1.55, -1.38, -0.35)
H (-0.11, -1.89, 0.48)
H (-1.69, 1.46, 1.80)
S (-1.58, 1.95, -0.56)
H (3.59, -1.88, 0.30)
H (3.43, -1.03, -1.22)
H (-2.65, 0.35, 0.66)
H (0.99, -0.92, -1.16)

Values from the calculation:
Energy above the lowest of the compared OMol25 structures with the same formula, charge and spin   69.4 kJ/mol
Multiplicity   2
Calculated total energy   -16104.65867 eV
Frontier orbital gap (spin up / spin down)   9.82 / 7.07 eV
Largest force on an atom   1.84 eV Å⁻¹
Total charge   0
E_HOMO (spin up / spin down)   -9.14 / -9.07 eV
Expectation value of S²   0.753


(8)
C2H7NO3 | wB97M-V/def2-TZVPD

CARTESIAN COORDINATES (ANGSTROEM)
H (-2.06, 0.52, 0.85)
O (1.98, -0.90, 0.14)
H (-2.53, -0.97, -0.03)
O (-0.40, -0.84, 1.11)
N (0.85, 1.22, -0.14)
H (1.18, -0.23, -1.56)
H (1.61, -1.14, 1.01)
H (0.76, 1.30, 0.87)
O (-0.34, -0.90, -0.40)
C (-1.89, -0.10, -0.02)
H (-1.84, 0.49, -0.92)
H (1.69, 1.72, -0.41)
C (0.98, -0.17, -0.49)

Values from the calculation:
Energy above the lowest of the compared OMol25 structures with the same formula, charge and spin   705.6 kJ/mol
Calculated total energy   -9813.64770 eV
Frontier orbital gap   9.44 eV
Largest force on an atom   2.41 eV Å⁻¹
Total charge   0
E_HOMO   -8.96 eV


(9)
C8H17Cl2NO4PZr | wB97M-V/def2-TZVPD

CARTESIAN COORDINATES (ANGSTROEM)
Zr (-0.18, -0.74, 0.38)
H (1.07, -1.37, -3.28)
H (-2.34, -1.16, -3.61)
C (-0.74, 3.25, -0.08)
C (-0.06, 1.98, -0.10)
O (2.29, -1.88, 2.06)
H (-1.83, 1.10, -3.89)
P (-0.69, -0.13, -2.18)
C (-1.51, 1.34, -2.86)
H (-1.61, 3.18, -0.74)
H (-2.41, 1.59, -2.27)
C (-1.90, -1.43, -2.64)
O (1.10, 1.66, 0.13)
H (2.71, 0.85, 5.16)
C (1.81, -0.76, -0.64)
H (2.56, -1.54, 4.65)
O (0.68, -0.29, 2.28)
C (1.85, -0.86, 4.22)
H (0.90, -0.88, 4.77)
H (1.69, 1.20, 3.89)
H (-0.84, 2.20, -2.89)
O (2.89, -0.67, -1.06)
H (0.12, -0.38, -4.43)
Cl (-2.16, 0.77, 0.69)
Cl (-0.82, -3.01, 0.31)
H (-1.11, 3.44, 0.93)
C (1.61, -1.11, 2.75)
H (-2.69, -1.49, -1.88)
H (3.22, 0.58, 3.59)
C (0.59, -0.40, -3.44)
H (-1.39, -2.40, -2.71)
H (-0.08, 4.05, -0.41)
N (2.40, 0.54, 4.23)
H (1.35, 0.40, -3.38)

Values from the calculation:
Calculated total energy   -53838.95041 eV
Frontier orbital gap   7.15 eV
Largest force on an atom   7.71 eV Å⁻¹
Total charge   +3
E_HOMO   -20.80 eV


(10)
C4H6ClNOS | wB97M-V/def2-TZVPD

CARTESIAN COORDINATES (ANGSTROEM)
H (-1.41, -0.36, 1.93)
H (-2.22, 0.88, 0.81)
N (2.01, 0.98, 0.29)
C (-0.50, -1.80, -0.09)
O (-0.36, -2.95, -0.07)
S (1.03, 1.49, -0.95)
H (-0.44, 1.01, 1.24)
C (-1.21, 0.31, 1.08)
C (-0.54, -0.50, -0.01)
H (-1.21, 0.76, -1.69)
H (1.56, 0.40, 0.97)
H (0.14, -0.40, -2.14)
Cl (3.40, -0.12, -0.05)
C (-0.23, 0.31, -1.31)

Values from the calculation:
Energy above the lowest of the compared OMol25 structures with the same formula, charge and spin   329.9 kJ/mol
Calculated total energy   -31137.51983 eV
Frontier orbital gap   9.42 eV
Structure (SMILES)   CC(=C=O)CSNCl
Largest force on an atom   3.15 eV Å⁻¹
Total charge   0
E_HOMO   -9.17 eV


(11)
C3H9N2 | wB97M-V/def2-TZVPD

CARTESIAN COORDINATES (ANGSTROEM)
H (-0.26, -0.98, -1.91)
C (0.17, 0.60, 1.65)
C (-0.08, -1.63, 1.03)
H (-0.04, 1.61, 1.28)
H (-0.18, -2.37, 0.23)
H (1.23, 0.71, 1.91)
H (0.10, 1.95, -1.76)
N (-0.07, -0.42, 0.65)
H (0.02, -1.92, 2.07)
C (-0.56, 0.05, -1.90)
H (1.29, 0.75, -1.81)
H (-0.36, 0.38, 2.57)
H (-1.57, 0.30, -2.08)
N (0.31, 0.98, -1.93)

Values from the calculation:
Energy above the lowest of the compared OMol25 structures with the same formula, charge and spin   225.1 kJ/mol
Calculated total energy   -6228.71535 eV
Frontier orbital gap   9.09 eV
Largest force on an atom   1.03 eV Å⁻¹
Total charge   +1
E_HOMO   -14.11 eV